(1)
Density functional theory data (ωB97M-V with the def2-TZVPD basis set) for 12 unconnected molecules or ions with the total composition C26H70F6NO15S2.

Last column: Löwdin charge in e.
Element x y z (Å)
C 0.1496 2.4745 -1.0813  -0.68
F -0.9022 2.6712 -1.8560  0.14
F 1.2406 2.3180 -1.8465  0.13
F 0.3446 3.5161 -0.2901  0.15
S -0.0726 0.9950 -0.0189  0.62
O 1.1054 0.8531 0.7715  -0.26
O -1.2867 1.2795 0.6949  -0.27
N -0.2173 -0.1438 -1.1665  -0.31
S -1.0255 -1.3831 -0.5552  0.61
O -0.6942 -1.6807 0.8052  -0.27
O -2.4255 -1.3323 -0.8784  -0.29
C -0.3573 -2.7739 -1.5684  -0.67
F -0.7937 -2.6542 -2.8206  0.15
F 0.9697 -2.7838 -1.5696  0.14
F -0.8010 -3.9128 -1.0433  0.14
O -3.6136 -0.5698 -3.2848  -0.06
H -4.1419 0.1478 -2.9104  0.00
H -3.3283 -1.0311 -2.4783  0.00
O -0.9156 0.2888 -3.8828  -0.08
H -1.8832 0.3257 -3.8856  0.01
H -0.6740 0.3089 -2.9383  -0.03
O 2.3063 -0.2751 -2.6389  -0.07
H 1.5314 -0.3944 -2.0606  -0.02
H 1.9300 0.0838 -3.4498  0.03
C -4.0658 -4.6136 0.0587  -0.05
C -5.5324 -5.0155 0.1216  -0.50
C -6.1455 -5.1669 -1.2564  -0.07
O -5.6573 -6.2451 0.8507  -0.07
H -3.5042 -5.4223 -0.4200  0.08
H -3.7109 -4.5105 1.0831  0.08
H -3.9003 -3.7036 -0.5173  0.07
H -6.0936 -4.2843 0.7047  0.14
H -5.4880 -5.7614 -1.8959  0.08
H -6.2665 -4.1908 -1.7311  0.08
H -7.1207 -5.6439 -1.1691  0.08
H -5.2475 -6.9627 0.3583  0.08
C 0.8851 -4.1434 2.0332  -0.05
C 2.1232 -3.5128 2.6346  -0.46
C 2.2064 -2.0197 2.4128  -0.06
O 2.2042 -3.8119 4.0531  -0.06
H 0.8996 -5.2353 2.0689  0.08
H 0.8610 -3.8626 0.9800  0.06
H -0.0247 -3.8224 2.5375  0.07
H 3.0173 -3.9979 2.2213  0.13
H 3.0698 -1.6003 2.9290  0.08
H 1.2892 -1.5266 2.7533  0.08
H 2.2687 -1.7721 1.3505  0.07
H 2.1470 -2.9857 4.5410  0.07
C 4.2756 -3.0489 -0.9323  -0.06
C 5.6238 -2.3603 -0.7966  -0.49
C 5.9447 -2.0502 0.6487  -0.05
O 6.6121 -3.2322 -1.3854  -0.06
H 4.0162 -3.3584 -1.9459  0.08
H 3.4582 -2.4339 -0.5434  0.06
H 4.2573 -3.9596 -0.3203  0.08
H 5.5773 -1.4075 -1.3375  0.12
H 6.2828 -2.9188 1.2157  0.09
H 5.0851 -1.5767 1.1197  0.06
H 6.7769 -1.3394 0.6785  0.08
H 6.4222 -3.2735 -2.3266  0.08
C -0.0812 3.2743 4.1004  -0.05
C 1.2975 3.6476 3.5598  -0.49
C 1.2826 4.9531 2.8127  -0.06
O 2.2610 3.7565 4.6344  -0.06
H -0.1244 2.2288 4.4148  0.07
H -0.8646 3.4256 3.3568  0.08
H -0.2743 3.8853 4.9873  0.08
H 1.6505 2.8147 2.9394  0.12
H 0.5199 4.8906 2.0327  0.07
H 2.2205 5.1551 2.2974  0.07
H 1.0417 5.7563 3.5106  0.09
H 2.4782 2.8525 4.8835  0.08
C -3.5546 3.4190 -1.0587  -0.04
C -3.8684 1.9405 -1.2736  -0.46
C -4.3999 1.2761 -0.0337  -0.05
O -4.8960 1.8119 -2.3240  -0.08
H -2.6168 3.4421 -0.4934  0.06
H -4.3346 3.8856 -0.4583  0.08
H -3.4145 3.8893 -2.0266  0.08
H -3.0079 1.3802 -1.6363  0.10
H -5.3678 1.7323 0.2228  0.09
H -3.7537 1.4632 0.8250  0.06
H -4.5754 0.2165 -0.2020  0.08
H -5.7115 2.1091 -1.9064  0.08
C 1.4912 4.8850 -6.0321  -0.07
C 0.9979 3.4930 -5.7070  -0.48
C -0.4387 3.3992 -5.2128  -0.05
O 1.1617 2.6865 -6.9068  -0.07
H 2.3626 4.8182 -6.6850  0.08
H 1.7515 5.4336 -5.1249  0.08
H 0.7780 5.5180 -6.5722  0.08
H 1.6985 3.0728 -4.9696  0.13
H -0.7346 2.3564 -5.0981  0.05
H -1.0727 3.8431 -5.9893  0.08
H -0.6276 3.9334 -4.2818  0.07
H 1.0475 1.7697 -6.6361  0.08
C -2.4724 -1.7129 3.3224  -0.06
C -1.9148 -0.4003 3.8610  -0.47
C -2.9946 0.6688 3.9321  -0.05
O -1.3801 -0.6376 5.1833  -0.07
H -2.9837 -1.5211 2.3764  0.08
H -3.1670 -2.1644 4.0388  0.08
H -1.6742 -2.4339 3.1672  0.06
H -1.0536 -0.0969 3.2683  0.12
H -2.8111 1.4605 4.6512  0.07
H -3.9856 0.2114 4.0315  0.08
H -3.0842 1.1349 2.9397  0.06
H -2.1025 -0.9208 5.7524  0.08
C 4.2658 1.0762 -0.2645  -0.05
C 4.4969 1.6069 1.1437  -0.48
C 4.3322 3.1241 1.1597  -0.06
O 3.5687 1.0693 2.0726  -0.06
H 3.3128 1.3828 -0.6917  0.05
H 4.3100 -0.0114 -0.2484  0.05
H 5.0447 1.4151 -0.9536  0.09
H 5.5254 1.3537 1.4226  0.13
H 3.2973 3.3307 0.8581  0.07
H 4.9621 3.6390 0.4262  0.08
H 4.4681 3.5797 2.1404  0.08
H 2.7270 0.8747 1.6371  0.02

Cartesian forces, eV/Å:
0.98 -0.63 -0.35
0.07 0.13 -0.10
-0.32 0.20 0.01
-0.16 0.38 0.16
-0.57 -0.06 -0.08
0.56 0.07 -0.04
-0.20 -0.02 -0.14
-0.08 0.46 1.28
-0.45 -0.34 0.05
0.29 -0.03 0.00
-0.13 -0.21 -0.08
-0.11 0.37 -0.31
0.08 -0.20 0.14
0.05 -0.06 0.10
-0.06 -0.06 -0.07
-0.09 -0.06 0.30
-0.38 0.19 -0.36
0.22 -0.05 -0.33
0.34 0.32 0.04
-0.08 -0.36 0.07
-0.24 -0.11 -0.49
-0.06 -0.09 0.04
0.32 0.04 -0.25
-0.04 -0.04 0.01
-0.25 -0.25 0.12
0.36 -0.40 -0.23
-0.03 0.27 0.01
-0.27 0.14 0.32
0.05 0.06 0.00
0.25 0.20 -0.09
0.00 0.10 0.14
-0.05 -0.05 0.04
-0.09 -0.10 -0.01
-0.01 -0.04 -0.03
-0.02 -0.02 -0.12
0.10 0.14 -0.15
0.16 -0.22 -0.24
0.39 -0.35 0.73
-0.34 0.10 -0.18
-0.15 -0.01 -0.26
0.21 0.04 0.17
-0.27 0.02 0.02
0.02 0.24 -0.09
-0.12 0.11 -0.20
0.02 0.08 -0.06
0.08 -0.04 0.17
0.15 -0.07 0.02
-0.08 0.02 -0.04
-0.58 -0.33 0.66
-0.72 -0.56 -0.54
0.85 0.23 -0.19
0.26 0.54 0.45
0.16 0.27 -0.12
0.11 0.15 -0.22
0.19 0.04 -0.05
0.18 -0.12 -0.11
-0.34 -0.17 -0.09
-0.01 -0.11 0.14
-0.07 0.02 0.08
-0.02 -0.02 0.00
0.17 0.05 0.34
0.34 -0.79 0.27
-0.17 -0.15 -0.33
-0.34 0.02 -0.18
0.09 0.01 -0.02
0.01 0.04 -0.02
-0.18 0.06 -0.13
-0.10 0.30 -0.35
-0.09 0.17 0.11
0.15 0.03 0.26
0.02 0.12 -0.11
0.10 0.06 0.07
0.58 -1.01 0.27
-0.98 0.31 -0.43
-0.44 0.32 0.44
0.73 0.03 0.48
-0.25 0.37 -0.01
-0.11 0.18 -0.17
-0.04 0.27 0.03
0.04 0.21 -0.15
0.02 -0.02 -0.05
0.11 -0.33 -0.14
0.21 -0.11 0.16
-0.09 -0.08 -0.15
-0.07 0.49 -0.29
0.38 -0.63 -0.11
-0.06 0.20 -0.65
-0.14 0.40 0.35
0.15 -0.05 0.23
0.08 -0.11 0.01
-0.23 -0.34 0.05
-0.24 0.08 0.12
0.06 0.04 0.21
-0.03 -0.03 0.11
0.19 -0.01 0.07
-0.11 -0.01 -0.06
0.10 0.21 -0.15
-0.26 -0.59 1.08
-0.35 0.06 -1.52
0.31 0.15 -0.13
0.01 -0.23 -0.01
-0.13 0.23 -0.03
0.05 0.04 -0.15
-0.07 0.19 -0.04
0.07 -0.12 0.20
0.10 0.02 0.63
0.25 0.11 0.17
-0.05 -0.02 -0.07
0.26 -0.20 -0.01
-0.35 0.86 -0.60
-0.37 0.32 -0.40
0.50 -0.49 0.43
-0.07 -0.02 0.15
-0.18 -0.02 -0.09
0.03 0.05 0.11
-0.22 -0.23 0.43
0.05 0.03 0.06
0.15 -0.15 0.13
0.14 -0.19 0.08
0.20 0.13 -0.14

Properties
Total charge = -1
Calculated total energy = -3611.6528 Eh
HOMO energy = -7.745 eV
Gap between HOMO and LUMO = 10.07 eV

(2)
Density functional theory data (ωB97M-V with the def2-TZVPD basis set) for 6 unconnected molecules or ions with the total composition C26H71BBrN2O22P6.

Last column: Löwdin charge in e.
Element x y z (Å)
C 1.0016 -2.2746 6.5261  -0.35
P 0.2868 -0.6141 5.7970  0.94
O -1.4523 -0.7987 5.4846  -0.43
B 1.2190 -0.1742 4.1341  -0.94
C 2.7889 -0.6916 4.4285  -0.20
C 3.9180 0.1153 3.5616  -0.22
C 5.4688 -0.4310 3.8545  -0.19
C 5.7553 -1.5672 2.6654  -0.31
N 6.6956 -2.6686 3.0975  -0.08
C 0.7114 -1.0225 2.8353  -0.18
C -0.0501 -2.4334 3.1184  -0.22
C -0.0373 -3.3507 1.7193  -0.20
C 1.2995 -4.3003 1.7069  -0.30
N 1.3800 -5.3130 2.8267  -0.07
C 1.0981 1.4570 4.0295  -0.18
C 1.3762 2.1409 2.5880  -0.57
O 1.9125 1.6152 1.4902  -0.15
Br 0.8959 4.1201 2.4324  0.51
H 1.7749 -1.9539 7.3779  0.04
H 0.1704 -2.9152 7.0710  0.04
H 1.6292 -2.8785 5.7437  0.02
H -1.7897 -1.6457 5.9130  0.04
H 2.8502 -1.8297 4.0854  0.10
H 2.9602 -0.5319 5.5735  0.09
H 3.7771 0.0129 2.3814  0.11
H 3.8916 1.2749 3.8356  0.12
H 6.2653 0.4312 3.8093  0.10
H 5.4389 -1.0135 4.8725  0.10
H 4.6967 -2.0349 2.4214  0.09
H 6.1007 -1.0058 1.6771  0.12
H 6.2836 -3.5495 2.6651  0.06
H 6.5911 -2.7778 4.1365  0.05
H 1.6936 -1.2919 2.2104  0.10
H 0.1021 -0.2929 2.1126  0.10
H -1.1946 -2.1815 3.2953  0.11
H 0.4199 -3.1197 3.9387  0.08
H -0.1519 -2.6585 0.7708  0.11
H -0.9850 -4.0665 1.7319  0.10
H 1.4186 -4.8398 0.6621  0.10
H 2.2450 -3.5856 1.8357  0.11
H 0.5182 -5.3093 3.4372  0.07
H 2.2130 -5.1049 3.4529  0.08
H 1.7776 1.9027 4.9037  0.13
H -0.0173 1.7459 4.3431  0.11
C 0.3968 1.5051 -0.6577  -0.17
O 0.4563 0.9097 -1.9374  -0.24
P -0.8063 -0.2215 -2.2830  0.78
O 0.1943 -1.0564 -3.0889  -0.25
O -1.4997 0.8922 -3.2798  -0.29
C -2.1323 2.0095 -2.6935  -0.12
O -2.0688 -1.3526 -2.6286  -0.33
C -2.2997 -1.7238 -3.9785  -0.15
H 1.3713 1.3981 -0.1735  0.06
H 0.1684 2.5667 -0.7641  0.08
H -0.3645 1.0279 -0.0296  0.07
H -1.4616 2.8718 -2.7467  0.09
H -2.3988 1.8174 -1.6508  0.08
H -3.0405 2.2390 -3.2564  0.08
H -1.5097 -2.3859 -4.3358  0.08
H -2.3811 -0.8509 -4.6321  0.08
H -3.2478 -2.2667 -4.0224  0.08
C -8.7857 4.3509 -4.3457  -0.17
O -7.4294 4.2085 -3.9771  -0.25
P -6.2846 4.6319 -5.2031  0.78
O -5.3678 3.5115 -4.7009  -0.23
O -5.9434 6.0146 -4.3745  -0.28
C -6.9068 7.0461 -4.3733  -0.13
O -5.1397 5.0553 -6.4290  -0.34
C -3.7916 5.2862 -6.0512  -0.14
H -9.3125 3.4203 -4.1177  0.09
H -9.2329 5.1619 -3.7689  0.08
H -8.8890 4.5626 -5.4163  0.07
H -7.4645 7.0166 -3.4329  0.09
H -7.6003 6.9474 -5.2128  0.08
H -6.3956 8.0093 -4.4455  0.09
H -3.2937 4.3463 -5.8088  0.08
H -3.7186 5.9774 -5.2070  0.09
H -3.2748 5.7384 -6.9020  0.09
C 1.6647 -9.9114 0.8168  -0.17
O 3.0210 -10.0538 1.1854  -0.25
P 4.1659 -9.6304 -0.0405  0.78
O 5.0827 -10.7508 0.4617  -0.24
O 4.5071 -8.2477 0.7881  -0.29
C 3.5436 -7.2162 0.7892  -0.13
O 5.3108 -9.2070 -1.2664  -0.33
C 6.6589 -8.9761 -0.8886  -0.15
H 1.1379 -10.8420 1.0448  0.08
H 1.2175 -9.1004 1.3936  0.08
H 1.5614 -9.6997 -0.2537  0.07
H 2.9860 -7.2457 1.7296  0.07
H 2.8502 -7.3149 -0.0502  0.08
H 4.0549 -6.2530 0.7171  0.09
H 7.1568 -9.9160 -0.6462  0.08
H 6.7319 -8.2849 -0.0444  0.08
H 7.1756 -8.5239 -1.7395  0.09
C 5.6400 2.9956 9.4649  -0.18
O 4.8162 3.1405 8.3265  -0.26
P 3.1576 3.5033 8.6588  0.77
O 2.7539 2.6553 7.4481  -0.24
O 3.4212 5.0525 8.1634  -0.29
C 4.1771 5.9008 9.0008  -0.14
O 1.4990 3.8662 8.9911  -0.33
C 0.6896 4.3735 7.9418  -0.14
H 6.1876 2.0525 9.3861  0.08
H 6.3551 3.8190 9.4998  0.08
H 5.0485 2.9850 10.3878  0.07
H 5.2018 5.9594 8.6230  0.09
H 4.1881 5.5391 10.0324  0.08
H 3.7398 6.9020 8.9795  0.09
H 0.4493 3.5859 7.2262  0.08
H 1.1675 5.2126 7.4289  0.08
H -0.2446 4.7349 8.3802  0.08
C -5.6585 2.0269 -8.1862  -0.17
O -5.3891 1.4204 -9.4334  -0.25
P -6.0016 2.2673 -10.8119  0.78
O -6.2745 0.9201 -11.4890  -0.23
O -4.4665 2.7458 -11.1712  -0.28
C -3.8646 3.7255 -10.3524  -0.12
O -6.6141 3.1142 -12.1905  -0.33
C -6.1012 2.7887 -13.4728  -0.15
H -6.1027 1.2818 -7.5205  0.09
H -4.7241 2.3814 -7.7483  0.08
H -6.3551 2.8666 -8.2921  0.06
H -3.1895 3.2371 -9.6439  0.09
H -4.6129 4.3044 -9.8046  0.08
H -3.2806 4.4028 -10.9803  0.09
H -6.4831 1.8226 -13.8060  0.08
H -5.0078 2.7834 -13.4841  0.08
H -6.4413 3.5529 -14.1769  0.08

Cartesian forces, eV/Å:
0.68 -0.46 0.63
-0.71 0.10 1.73
0.79 -2.02 0.83
0.95 -1.33 -1.06
0.87 0.08 -0.35
0.93 0.56 0.19
-0.96 -0.96 -1.09
-1.38 1.09 0.20
-1.46 -0.47 -0.15
0.24 -0.57 -1.85
-0.99 0.15 -2.25
-0.32 -0.55 0.96
0.69 1.40 -0.77
-0.05 0.78 0.84
-1.01 1.71 0.42
3.15 -3.46 -4.17
-3.05 3.56 8.24
0.17 -1.07 0.13
-1.76 -0.61 -1.85
1.64 1.16 -1.28
-1.38 0.78 1.48
0.73 1.65 -0.85
0.06 2.08 1.12
0.47 -0.56 -1.89
-0.06 0.31 2.63
-0.06 -2.45 -0.62
-1.53 -1.79 0.30
0.34 1.33 -1.74
1.93 1.02 0.42
-0.45 -1.29 2.09
0.98 1.36 0.93
0.03 0.08 -1.40
-1.98 0.56 0.99
0.75 -1.95 1.26
2.48 -0.69 0.18
-0.96 1.66 -1.26
0.55 -1.47 1.87
1.88 1.31 -0.09
-0.33 1.01 2.05
-1.99 -1.36 -0.50
1.37 0.19 -1.02
-1.70 -0.22 -1.06
-1.28 -0.33 -2.16
2.28 -0.14 -0.88
0.62 0.64 0.70
-2.50 -1.19 1.95
3.69 -1.39 -9.45
-0.44 -0.01 1.47
-0.61 -0.30 0.63
-0.10 0.53 -0.04
-0.84 0.57 3.46
0.02 0.26 -0.48
-0.69 0.03 -0.56
-0.08 0.10 0.19
0.26 0.27 0.23
-0.05 0.00 0.17
-0.12 0.22 -0.01
0.04 -0.08 0.08
0.14 0.17 0.11
0.10 -0.09 0.09
0.01 0.11 0.31
-1.03 -0.11 0.22
-1.05 0.71 -3.05
8.04 -1.55 6.22
-1.25 -0.01 -1.09
-0.37 0.04 -0.93
-0.26 0.36 0.34
-3.22 0.18 -2.11
0.52 0.31 0.51
-0.03 0.11 -0.08
-0.17 0.03 -0.11
-0.37 -0.05 0.20
-0.09 0.04 -0.12
-0.08 0.24 0.03
-0.04 -0.14 -0.05
-0.22 -0.03 0.13
-0.03 -0.17 -0.08
-0.33 -0.01 -0.09
-1.06 -0.03 0.24
-1.07 0.63 -3.05
8.15 -1.30 6.31
-1.25 -0.06 -1.04
-0.22 -0.28 -1.04
-0.46 0.48 0.48
-3.09 0.19 -2.08
0.37 0.29 0.49
-0.03 0.08 -0.09
-0.15 0.05 -0.12
-0.37 -0.04 0.21
-0.12 0.12 -0.20
-0.07 0.26 0.03
-0.06 -0.13 -0.07
-0.22 -0.04 0.12
-0.04 -0.16 -0.07
-0.34 -0.01 -0.09
0.75 -0.21 0.27
-0.73 -0.03 3.01
-2.64 0.50 -9.34
0.39 -0.29 1.43
-0.13 0.15 0.86
0.29 0.21 -0.12
1.14 -0.59 3.37
-0.04 0.44 -0.56
-0.01 0.07 0.11
0.10 0.01 0.21
0.38 -0.07 0.07
0.02 0.00 0.16
0.08 0.21 0.10
-0.01 -0.13 0.03
0.26 -0.08 0.04
-0.02 -0.16 0.01
0.18 -0.07 0.26
0.14 -0.01 1.20
-2.01 2.63 0.29
4.25 -6.69 -6.56
-0.88 0.91 1.01
-0.69 0.66 0.14
0.46 0.14 0.32
-1.60 2.06 2.65
0.57 -0.15 -0.33
0.03 0.14 0.02
-0.16 0.15 0.17
0.12 -0.04 0.38
-0.08 0.13 0.07
0.18 0.17 0.08
-0.13 -0.06 0.04
0.06 -0.05 0.25
-0.15 -0.08 0.04
-0.10 0.11 0.31

Properties
Total charge = -1
Calculated total energy = -7444.2902 Eh
HOMO energy = -3.848 eV
Gap between HOMO and LUMO = 1.31 eV